A 2-piece molecular cluster, CH2FNO2 overall in a non-equilibrium geometry, computed with wB97M-V/def2-TZVPD.

XYZ file:
```
7
CH2FNO2, DFT wB97M-V/def2-TZVPD
C 1.59476 0.33154 -0.19814
N -2.18770 -0.45325 0.43277
O -1.21646 -0.91256 0.92476
O -2.48935 -0.31604 -0.71604
F 2.10017 1.34768 0.38018
H 1.27388 0.31803 -1.30195
H 0.92470 -0.31541 0.47842
```

Computed properties:
- Total charge: 0
- Energy relative to the best compared isomer or geometry (same formula, charge and spin): 431.1 kJ/mol
- Largest force on an atom: 5.50 eV/A
- Gap between HOMO and LUMO (alpha / beta): 10.952 / 6.211 eV

C32H30Cl2CsF2N8OS as an isolated structure in a non-equilibrium geometry, computed with wB97M-V/def2-TZVPD.

XYZ file:
```
77
C32H30Cl2CsF2N8OS, DFT wB97M-V/def2-TZVPD
Cs -0.66717 0.55641 -0.79255
C 1.58515 -0.16155 3.61803
N 1.72941 1.10204 2.89677
C 2.86486 1.23665 1.96950
C 2.99854 0.22090 0.87777
N 2.14389 -0.01424 -0.07416
C 2.70131 -0.99134 -0.86840
C 2.20418 -1.61877 -2.00878
C 3.00609 -2.56739 -2.61755
C 4.26559 -2.90583 -2.11523
C 4.77088 -2.30136 -0.97314
C 3.97176 -1.34067 -0.37313
N 4.12815 -0.55778 0.74891
C 1.24193 -1.34425 2.76146
N 0.17043 -1.43237 2.03012
C 0.21138 -2.67480 1.43682
C -0.66737 -3.26502 0.53004
C -0.37952 -4.55060 0.10796
C 0.74518 -5.24413 0.56488
C 1.63490 -4.66967 1.46162
C 1.34897 -3.37873 1.87851
N 1.98255 -2.50764 2.74073
H 0.77182 -0.01600 4.33182
H 2.50173 -0.36150 4.18503
H 0.86727 1.22907 2.37064
H 3.79634 1.23517 2.54799
H 2.75943 2.22540 1.51154
H 1.21566 -1.38783 -2.38829
H 2.64514 -3.06359 -3.50984
H 4.85793 -3.65805 -2.62156
H 5.73924 -2.57715 -0.57186
H 4.94174 -0.51252 1.33298
H -1.52684 -2.71837 0.15994
H -1.04157 -5.03343 -0.59951
H 0.93253 -6.25005 0.20969
H 2.50986 -5.20644 1.80914
H 2.86543 -2.65818 3.19055
Cl -1.71638 1.51750 4.38716
C -1.41702 3.07782 3.59177
Cl -1.29215 2.93201 1.83824
H -0.47689 3.45602 3.97596
H -2.24976 3.72877 3.82841
N -3.53205 0.37543 1.55244
C -4.68778 0.86824 0.92612
C -5.95385 0.45203 1.33900
C -7.09829 1.00576 0.77969
C -7.00048 1.98483 -0.19584
C -5.73688 2.41832 -0.65061
C -5.56247 3.40150 -1.65895
C -4.26168 3.74795 -2.05688
C -3.18476 3.11995 -1.46258
N -3.29748 2.18766 -0.50111
C -4.55713 1.84277 -0.08898
H -3.63909 -0.55261 1.93298
H -2.71331 0.43023 0.96086
H -6.03119 -0.31820 2.10151
H -8.07342 0.65768 1.10704
H -7.89476 2.41775 -0.63380
H -6.43139 3.86411 -2.11580
H -4.09237 4.49239 -2.82710
H -2.16996 3.36459 -1.76530
O 0.55165 2.69011 -1.77027
N 1.77521 2.50736 -2.14005
C 2.02169 1.76431 -3.24028
C 3.28705 1.49156 -3.70275
C 4.37536 2.00740 -3.00545
C 4.13310 2.79103 -1.90007
C 2.83200 3.07828 -1.44092
S 2.54785 4.11381 -0.12792
H 1.13204 1.40605 -3.73961
H 3.41204 0.88659 -4.58950
H 5.38885 1.80601 -3.33125
H 4.94157 3.24020 -1.34193
F -2.51605 -2.30273 -3.60521
C -1.93630 -2.51771 -2.30159
F -3.11179 -2.69568 -1.48547
H -1.59053 -3.57552 -2.40041
```

Computed properties:
- 2S+1: 2
- Total charge: -2
- Energy relative to the best compared isomer or geometry (same formula, charge and spin): 142.5 kJ/mol
- Largest force on an atom: 1.27 eV/A
- Gap between HOMO and LUMO (alpha / beta): 1.828 / 4.140 eV
- Expectation value of S²: 0.768

C15H25Br3N2O3P as an isolated structure in a non-equilibrium geometry, computed with wB97M-V/def2-TZVPD.

XYZ file:
```
49
C15H25Br3N2O3P, DFT wB97M-V/def2-TZVPD
N 2.56290 2.11834 1.90901
C 3.13163 1.19372 1.22832
C 2.66098 -0.23031 1.13239
P 1.72322 -0.64801 -0.51618
C 1.68299 -2.52458 -0.16083
C 0.26749 -3.18745 -0.15905
C -0.66928 -2.79757 -1.33806
N -1.76640 -1.94517 -0.82915
C -2.13910 -0.84553 -1.74676
C -2.27419 0.43637 -0.90853
C -3.10381 0.45338 0.21366
C -3.21131 1.59073 1.02262
C -2.46318 2.72930 0.68944
C -1.67088 2.71306 -0.44722
C -1.55362 1.58701 -1.26500
O -0.77365 1.53137 -2.38799
O 3.22544 -0.96721 -1.41305
C 3.05885 -0.26332 -2.62693
C 2.54269 1.16990 -2.16372
O 1.88980 1.07954 -0.92006
H 3.11540 2.96856 1.77499
H 4.03582 1.46183 0.64235
H 3.54598 -0.88812 1.13427
H 1.99626 -0.40397 1.99736
H 1.11256 -0.71917 -1.82591
H 0.40889 -0.38063 0.04024
H 2.40670 -3.05198 -0.80003
H 2.07530 -2.64195 0.87177
H -0.18021 -3.03480 0.83599
H 0.43286 -4.28115 -0.24806
H -0.14716 -2.38277 -2.21308
H -1.14248 -3.74426 -1.67885
H -1.40927 -1.50175 0.01112
H -1.44970 -0.70683 -2.59031
H -3.15180 -1.03435 -2.16058
H -3.65404 -0.46516 0.44526
H -3.86564 1.54209 1.86988
H -2.52739 3.60262 1.34265
H -1.07960 3.59630 -0.70905
H -0.89976 2.32653 -2.91895
H 2.49454 -0.75225 -3.44654
H 4.09298 -0.23661 -3.03778
H 2.01376 1.78401 -2.91754
H 3.52082 1.69594 -2.03233
C -2.95074 0.92830 5.28346
Br -1.78976 -0.09024 6.45223
Br -2.52406 0.68135 3.41233
Br -4.81517 0.56187 5.64141
H -2.78565 1.97299 5.51082
```

Computed properties:
- Total charge: -1
- Largest force on an atom: 2.04 eV/A
- Gap between HOMO and LUMO: 6.225 eV

C19H19BrCl3N2O3SbScSi as an isolated structure, computed with wB97M-V/def2-TZVPD.

XYZ file:
```
50
C19H19BrCl3N2O3SbScSi, DFT wB97M-V/def2-TZVPD
Sc -0.20317 -0.29701 0.13942
Br 4.07504 -4.64297 4.24841
C 2.78990 -3.48819 3.50469
C 1.45537 -3.58342 3.90296
C 0.49983 -2.73810 3.37925
C 0.84845 -1.78277 2.42392
O -0.08016 -0.95731 1.93796
C 2.19809 -1.68826 2.01353
C 2.67936 -0.69162 1.08814
N 1.92067 0.04293 0.35331
C 2.39552 1.08363 -0.47928
C 3.61969 1.13744 -1.08429
C 3.97585 2.24903 -1.88030
C 3.10484 3.28337 -2.06219
C 1.81658 3.23780 -1.47594
C 0.85921 4.26770 -1.62300
C -0.36888 4.14427 -1.03936
C -0.66712 2.96236 -0.33845
N 0.19370 1.98218 -0.17414
C 1.45060 2.12374 -0.70345
C 3.16011 -2.54214 2.58217
H 1.16986 -4.32390 4.63818
H -0.53141 -2.79995 3.69753
H 3.76067 -0.55130 1.05158
H 4.32333 0.32421 -0.96044
H 4.95320 2.27168 -2.34205
H 3.38155 4.14102 -2.66140
H 1.10965 5.15050 -2.19858
H -1.11918 4.91695 -1.12302
H -1.65384 2.81880 0.08780
H 4.19556 -2.45114 2.27921
Cl -1.48296 -2.70980 -3.71096
Si 0.02553 -1.48950 -3.15582
Cl 1.41943 -1.40516 -4.60969
Cl -0.74842 0.40069 -2.84681
C -3.98926 -2.19290 -0.16979
Sb -3.20552 -0.23847 0.02224
C -4.34354 0.46070 1.67004
C -4.23823 0.71628 -1.55997
H -5.07647 -2.13367 -0.18286
H -3.66719 -2.81002 0.66636
H -3.63023 -2.63902 -1.09533
H -5.40038 0.28472 1.47440
H -4.18156 1.52574 1.82695
H -4.04903 -0.07258 2.57196
H -5.30852 0.59360 -1.40119
H -3.95662 0.25922 -2.50701
H -3.99913 1.77782 -1.59696
O 0.80372 -1.91502 -1.77630
O -0.28446 -2.01213 -0.80141
```

Computed properties:
- Total charge: +1
- Energy relative to the best compared isomer or geometry (same formula, charge and spin): 0.0 kJ/mol
- Largest force on an atom: 0.51 eV/A
- Gap between HOMO and LUMO: 7.159 eV

A 6-piece molecular cluster, C41H72IN5O17P overall in a non-equilibrium geometry, computed with wB97M-V/def2-TZVPD.

XYZ file:
```
137
C41H72IN5O17P, DFT wB97M-V/def2-TZVPD
C -0.54635 8.92157 1.74434
C 0.73595 8.58119 0.84609
C 1.94651 7.92881 1.65647
C 1.56488 6.59009 2.44243
C 0.73173 5.53179 1.55379
N 1.27564 4.14555 1.56010
C 2.47329 3.99335 0.79338
P 3.48462 5.23272 -0.19999
N 2.66719 6.01574 -1.32838
N 2.74862 2.59956 0.96314
C 1.75583 1.99682 1.83554
N 1.73924 0.70304 2.21772
C 2.88461 -0.05746 1.55306
C 2.85437 -1.62519 1.75759
C 4.29645 -2.17674 1.24561
C 5.43169 -2.09116 2.35961
C 6.92756 -2.01286 1.74929
C 0.75785 0.10748 3.14469
C -0.54832 -0.41304 2.32014
C -0.53100 -1.97880 2.00977
C -0.64935 -2.13140 0.40837
O -0.97467 -3.47181 -0.02120
C 0.14230 -4.07294 -0.70007
C 0.56730 -5.50933 -0.10913
O 0.71139 -3.56896 -1.67481
N 0.83064 3.02126 2.19330
C -0.39551 3.06014 2.99414
C -0.09241 3.36830 4.57255
C -1.16960 4.41432 5.15766
I 1.95420 3.97245 4.98107
H -1.45385 8.24018 1.55544
H -0.87715 9.97989 1.44333
H -0.19064 8.89732 2.83589
H 1.11550 9.56805 0.41843
H 0.45696 7.93425 -0.06317
H 2.26896 8.70799 2.43696
H 2.81959 7.82882 0.93814
H 2.52901 6.04680 2.74869
H 1.00719 6.87505 3.39291
H 0.81847 5.90522 0.46924
H -0.36304 5.62809 1.82453
H 4.53212 4.48849 -0.85171
H 4.14691 6.07635 0.75976
H 2.76788 7.02269 -1.10245
H 3.83287 0.43344 1.95072
H 2.78495 0.11481 0.42138
H 2.79222 -1.93823 2.85197
H 2.09018 -2.17490 1.10166
H 4.60551 -1.44810 0.40840
H 4.21848 -3.21122 0.77012
H 5.34212 -2.98600 3.07595
H 5.32752 -1.14817 3.00621
H 7.03485 -2.55068 0.75595
H 7.62033 -2.54194 2.48466
H 7.27583 -0.93821 1.58896
H 0.45819 0.79658 4.01357
H 1.13360 -0.83182 3.68658
H -1.43177 -0.19816 3.02674
H -0.73438 0.24173 1.39459
H -1.50991 -2.41823 2.42105
H 0.33687 -2.55112 2.45831
H -1.53101 -1.45626 0.11018
H 0.26763 -1.67825 -0.08307
H -0.41805 -5.98677 0.22429
H 1.15433 -5.29827 0.83826
H 1.12677 -6.11144 -0.89855
H -1.00302 2.09529 3.00407
H -1.14309 3.87318 2.68564
H -0.26662 2.40044 5.16597
H -2.15601 3.84320 5.29367
H -0.86796 4.74277 6.21101
H -1.35483 5.27840 4.44772
C 7.01913 -1.77734 -2.94157
C 7.72264 -0.52396 -2.46793
C 9.19370 -0.50744 -2.76895
O 9.71048 0.31144 -1.72470
C 8.85300 0.19637 -0.67481
O 9.07769 0.59662 0.42856
O 7.70453 -0.43760 -1.04382
H 7.15104 -1.92429 -4.01543
H 7.39020 -2.65930 -2.41305
H 5.94914 -1.71323 -2.72822
H 7.22211 0.36426 -2.86899
H 9.41352 -0.07255 -3.74484
H 9.66428 -1.49341 -2.70387
C -2.68643 -5.25999 -2.28925
C -3.79249 -6.00553 -1.57612
C -3.34347 -7.28990 -0.94093
O -4.53182 -8.07314 -0.96242
C -5.28173 -7.62049 -2.00309
O -6.25285 -8.17388 -2.42644
O -4.78157 -6.45570 -2.50041
H -1.86034 -5.03711 -1.61222
H -2.30710 -5.83582 -3.13821
H -3.06608 -4.31938 -2.69581
H -4.28120 -5.34902 -0.84805
H -2.99402 -7.14761 0.08278
H -2.57002 -7.81358 -1.51229
C -8.36001 -6.44667 -1.71447
C -8.85759 -5.90908 -0.39079
C -9.65107 -4.64078 -0.51211
O -9.41470 -4.00974 0.74404
C -8.20827 -4.45805 1.18729
O -7.61269 -3.99188 2.11388
O -7.76599 -5.50393 0.43600
H -9.18576 -6.62525 -2.40666
H -7.65063 -5.75548 -2.17773
H -7.82479 -7.38627 -1.56221
H -9.42029 -6.68243 0.14321
H -10.71594 -4.82883 -0.65539
H -9.29593 -3.97743 -1.30708
C 0.59900 -6.69140 -6.73137
C 0.28609 -6.85187 -5.25976
C 0.90319 -5.79271 -4.39218
O 1.06728 -6.47153 -3.14992
C 1.18602 -7.79753 -3.44194
O 1.52554 -8.63163 -2.65688
O 0.87133 -8.04543 -4.74214
H 0.27772 -5.71537 -7.10090
H 1.66909 -6.80937 -6.92019
H 0.09279 -7.46660 -7.31138
H -0.79758 -6.91129 -5.10851
H 0.25526 -4.92308 -4.27361
H 1.88606 -5.45960 -4.73928
C -6.22655 10.00926 -0.03023
C -4.78093 9.57553 0.07685
C -4.17122 9.17715 -1.23521
O -3.17992 8.23377 -0.83680
C -3.60504 7.68817 0.33405
O -3.11123 6.72190 0.85265
O -4.66382 8.37488 0.84013
H -6.33998 10.84189 -0.72734
H -6.86147 9.18183 -0.35716
H -6.60025 10.32133 0.94782
H -4.18953 10.35277 0.57296
H -3.71499 10.02061 -1.75487
H -4.87371 8.67991 -1.91102
```

Computed properties:
- Total charge: +1
- Largest force on an atom: 8.31 eV/A
- Gap between HOMO and LUMO: 8.562 eV

An isolated ion of composition C5H8N and charge +1 in a non-equilibrium geometry, computed with wB97M-V/def2-TZVPD.

XYZ file:
```
14
C5H8N, DFT wB97M-V/def2-TZVPD
C 1.10363 -1.03757 -2.29792
C 0.01289 1.18083 0.44627
C 1.24495 0.49768 -0.22897
C -0.56028 -0.09141 0.86373
C -1.32885 -1.07472 0.13164
N 1.03902 -0.35479 -1.36414
H 0.35466 1.89163 1.17033
H -0.64245 1.68032 -0.15697
H 1.96261 0.01631 0.52827
H 1.88783 1.39571 -0.71015
H -0.38833 -0.07921 1.96500
H -1.85616 -1.71946 0.80292
H -0.88273 -1.74032 -0.64002
H -1.94679 -0.56501 -0.51000
```

Computed properties:
- Total charge: +1
- Energy relative to the best compared isomer or geometry (same formula, charge and spin): 483.5 kJ/mol
- Largest force on an atom: 4.31 eV/A
- Gap between HOMO and LUMO: 8.411 eV

One molecule with the formula C5H14N2, computed with wB97M-V/def2-TZVPD.

XYZ file:
```
21
C5H14N2, DFT wB97M-V/def2-TZVPD
C -2.19747 -0.25672 2.12843
N -1.07817 -0.42715 1.22299
C -1.14502 0.23949 -0.05336
C 0.20847 0.29331 -0.79795
C 0.35681 -0.92248 -1.72679
N 1.31030 0.44857 0.12465
C 2.55368 0.97067 -0.39032
H -1.87972 0.27361 3.02468
H -2.64825 -1.20273 2.42571
H -2.94168 0.39451 1.66897
H -0.66272 -1.34066 1.23396
H -1.87352 -0.26630 -0.71019
H -1.54892 1.24195 0.08574
H 0.23414 1.18617 -1.42903
H 0.62561 -1.80935 -1.16223
H 1.15737 -0.80520 -2.46524
H -0.55130 -1.08186 -2.31129
H 1.44713 -0.35799 0.71285
H 3.16409 1.33808 0.42890
H 3.13521 0.26520 -1.00036
H 2.33397 1.81891 -1.01014
```

Computed properties:
- SMILES: CNC[C@H](C)NC
- Total charge: 0
- Energy relative to the best compared isomer or geometry (same formula, charge and spin): 122.0 kJ/mol
- Largest force on an atom: 0.67 eV/A
- Gap between HOMO and LUMO: 9.212 eV

A 2-piece molecular cluster, C15H22BClF13N3O8S overall in a non-equilibrium geometry, computed with wB97M-V/def2-TZVPD.

XYZ file:
```
64
C15H22BClF13N3O8S, DFT wB97M-V/def2-TZVPD
C 2.23028 4.51354 1.55669
C 1.81484 3.57049 0.24067
N 1.93490 2.08550 0.52856
C 3.18152 1.48104 -0.09794
C 2.85966 0.44184 -1.34894
B 2.25343 1.26780 -2.63560
O 1.00492 2.08733 -2.50164
O 2.90036 1.29957 -3.99240
C 2.49121 0.01580 -4.62401
C 0.94519 0.01334 -5.17434
O 2.00295 -0.71088 -0.93850
C 2.66754 -1.51185 0.10370
C 1.80180 -2.81903 0.61702
C 0.21468 -2.42692 0.51019
C -0.75435 -3.27532 1.57750
F -0.95346 -4.61173 0.89726
F -0.06998 -3.59592 2.85650
C -2.25851 -2.64266 1.73477
F -3.01850 -3.61720 2.60576
F -2.89707 -2.72683 0.40112
C -2.35582 -1.19880 2.48477
F -3.10682 -1.39162 3.78184
F -0.96920 -0.81154 2.95413
C -2.86298 0.06264 1.59289
F -2.22483 0.11700 0.22439
F -2.32300 1.29565 2.28451
S -4.69068 0.32541 1.42430
F -4.34447 1.97685 0.96289
F -4.52545 -0.05642 -0.27448
F -5.11913 -1.30483 1.67113
F -4.92836 0.78491 3.05621
F -6.34781 0.66363 1.14567
C 3.01023 -0.51629 1.39967
N 3.88493 0.66233 1.00453
O 3.93577 1.47430 2.09672
C 5.15460 1.20334 2.88701
N 6.35468 1.30801 3.41801
H 2.88355 3.86234 2.31094
H 2.86568 5.44869 1.24542
H 1.24014 4.83439 2.09852
H 2.39606 3.89101 -0.73274
H 0.65979 3.78303 0.07285
H 1.09437 1.60015 0.14232
H 3.98476 2.30692 -0.40973
H 3.91593 0.01396 -1.68100
H 0.28292 1.39050 -2.40449
H 2.59508 -0.88108 -3.85453
H 3.19329 -0.27071 -5.54227
H 0.32079 -0.80250 -4.57778
H 0.36932 1.03589 -4.99418
H 0.87438 -0.23154 -6.31943
H 3.71956 -1.83718 -0.35544
H 2.16172 -3.13712 1.68996
H 1.99464 -3.70156 -0.16065
H -0.00770 -1.27000 0.62752
H -0.21716 -2.71391 -0.56502
H 3.65530 -1.19063 2.13553
H 2.00871 -0.16556 1.90882
H 4.85490 0.38840 0.72078
O -7.81127 0.15185 -1.47525
Cl -8.34779 -1.15715 -1.15718
O -9.45092 -1.01448 -0.22709
O -7.31022 -1.97156 -0.55500
O -8.81885 -1.79459 -2.37142
```

Computed properties:
- Total charge: 0
- Largest force on an atom: 12.10 eV/A
- Gap between HOMO and LUMO: 3.819 eV

| no. | E_tot (hartree) |
| --- | --- |
| 1 | -344.18426 |
| 2 | -3289.11683 |
| 3 | -8985.09419 |
| 4 | -6315.77838 |
| 5 | -3796.98723 |
| 6 | -249.64099 |
| 7 | -308.37660 |
| 8 | -3531.48315 |